A 11-piece molecular cluster, C63H152N10O12 overall. Source: OMol25; level of theory: the ωB97M-V functional and the def2-TZVPD basis.

Each line ends with the Löwdin charge.
CARTESIAN COORDINATES (ANGSTROEM)
C1 -4.167 -26.452 -19.105  -0.059
C2 -2.902 -25.908 -19.221  -0.399
C3 -2.629 -24.485 -18.822  -0.366
O1 -1.499 -23.837 -19.068  -0.150
C4 -3.609 -23.705 -18.246  -0.059
C5 -4.829 -24.265 -17.836  -0.415
C6 -5.161 -25.689 -18.479  -0.401
O2 -6.328 -26.120 -18.317  -0.109
O3 -5.805 -23.640 -17.420  -0.084
O4 -1.956 -26.733 -19.537  -0.122
H1 -4.418 -27.435 -19.475  0.086
H2 -3.333 -22.691 -17.998  0.089
C7 0.511 -18.237 -20.898  -0.003
C8 2.064 -18.119 -20.593  -0.279
C9 2.791 -16.849 -20.846  -0.233
O5 3.967 -16.737 -20.120  -0.166
C10 4.845 -15.801 -20.721  -0.069
N1 2.173 -18.493 -19.153  0.227
H3 1.361 -19.023 -18.874  0.161
H4 2.966 -19.112 -19.060  0.169
H5 2.443 -17.755 -18.519  0.173
H6 0.270 -17.428 -21.588  0.092
H7 -0.157 -18.096 -20.048  0.081
H8 0.175 -19.208 -21.263  0.090
H9 2.634 -18.867 -21.144  0.156
H10 2.102 -16.050 -20.574  0.147
H11 3.045 -16.806 -21.905  0.148
H12 5.107 -15.932 -21.771  0.098
H13 5.819 -15.757 -20.233  0.106
H14 4.375 -14.817 -20.718  0.103
C11 -8.464 -30.546 -22.937  -0.035
C12 -9.790 -30.493 -22.221  -0.293
C13 -10.914 -31.412 -22.673  -0.188
O6 -11.978 -31.373 -21.752  -0.213
C14 -13.203 -31.945 -22.189  -0.044
N2 -9.497 -30.592 -20.715  0.233
H15 -10.248 -30.199 -20.165  0.161
H16 -9.231 -31.513 -20.397  0.173
H17 -8.785 -29.949 -20.399  0.163
H18 -7.611 -30.064 -22.460  0.093
H19 -8.592 -30.279 -23.986  0.109
H20 -8.116 -31.578 -22.879  0.092
H21 -10.077 -29.446 -22.311  0.154
H22 -10.569 -32.411 -22.940  0.143
H23 -11.260 -30.992 -23.618  0.147
H24 -12.945 -32.765 -22.860  0.100
H25 -13.709 -31.080 -22.616  0.106
H26 -13.707 -32.365 -21.319  0.099
C15 6.085 -25.538 -11.226  0.003
C16 4.526 -25.557 -11.601  -0.212
C17 3.937 -24.997 -12.911  -0.173
O7 2.593 -25.319 -12.807  -0.206
C18 1.707 -25.097 -13.821  -0.113
N3 4.008 -27.018 -11.413  0.222
H27 4.175 -27.595 -10.602  0.171
H28 3.020 -27.223 -11.458  0.156
H29 4.331 -27.578 -12.190  0.163
H30 6.704 -26.085 -11.938  0.077
H31 6.111 -26.145 -10.321  0.087
H32 6.652 -24.618 -11.367  0.101
H33 4.016 -24.969 -10.837  0.149
H34 4.317 -25.482 -13.810  0.136
H35 4.047 -23.913 -12.936  0.150
H36 2.216 -24.962 -14.776  0.085
H37 1.239 -24.114 -13.882  0.102
H38 1.098 -25.974 -14.043  0.103
C19 -11.559 -22.648 -21.179  -0.012
C20 -10.258 -22.507 -20.466  -0.321
C21 -9.313 -21.412 -20.918  -0.278
O8 -9.972 -20.307 -21.135  -0.142
C22 -9.247 -19.136 -21.444  -0.039
N4 -10.378 -22.683 -18.990  0.243
H39 -10.915 -21.933 -18.580  0.169
H40 -10.841 -23.549 -18.753  0.175
H41 -9.484 -22.531 -18.544  0.170
H42 -12.195 -21.856 -20.784  0.101
H43 -12.002 -23.633 -21.029  0.096
H44 -11.538 -22.403 -22.241  0.114
H45 -9.650 -23.403 -20.593  0.154
H46 -8.722 -21.769 -21.762  0.150
H47 -8.531 -21.289 -20.168  0.135
H48 -9.577 -18.541 -22.295  0.115
H49 -8.255 -19.573 -21.562  0.080
H50 -8.865 -18.520 -20.629  0.087
C23 -8.642 -24.229 -11.844  -0.055
C24 -9.259 -24.508 -10.506  -0.289
C25 -8.931 -23.497 -9.392  -0.141
O9 -9.314 -22.154 -9.794  -0.167
C26 -8.929 -21.256 -8.839  -0.127
N5 -10.800 -24.725 -10.752  0.256
H51 -11.228 -23.875 -11.089  0.162
H52 -11.057 -25.433 -11.425  0.166
H53 -11.152 -24.868 -9.816  0.165
H54 -7.598 -23.935 -11.740  0.103
H55 -9.116 -23.363 -12.306  0.090
H56 -8.578 -25.070 -12.535  0.096
H57 -8.785 -25.446 -10.217  0.155
H58 -7.863 -23.694 -9.480  0.141
H59 -9.409 -23.810 -8.464  0.145
H60 -8.120 -20.603 -9.169  0.093
H61 -8.752 -21.638 -7.834  0.107
H62 -9.741 -20.529 -8.817  0.100
C27 -7.431 -19.068 -13.844  0.017
N6 -7.044 -17.965 -14.808  -0.343
C28 -7.106 -16.682 -14.059  0.009
C29 -5.561 -18.195 -15.137  0.014
C30 -7.726 -17.937 -16.177  -0.070
C31 -9.257 -17.817 -16.048  -0.230
O10 -9.798 -19.016 -15.624  -0.074
H63 -6.678 -18.968 -13.063  0.112
H64 -7.441 -20.029 -14.358  0.114
H65 -8.447 -18.946 -13.468  0.104
H66 -6.338 -16.623 -13.287  0.120
H67 -8.086 -16.602 -13.590  0.111
H68 -7.029 -15.869 -14.781  0.123
H69 -4.947 -18.053 -14.248  0.109
H70 -5.204 -17.426 -15.822  0.116
H71 -5.507 -19.197 -15.562  0.114
H72 -7.316 -18.734 -16.797  0.140
H73 -7.495 -17.029 -16.734  0.140
H74 -9.700 -17.628 -17.026  0.132
H75 -9.620 -17.118 -15.294  0.134
H76 -10.668 -18.848 -15.256  0.107
C32 -1.297 -35.118 -14.817  -0.012
N7 -0.459 -34.103 -15.661  -0.294
C33 -0.722 -32.749 -14.944  0.027
C34 1.058 -34.485 -15.674  0.059
C35 -0.951 -34.179 -17.148  -0.069
C36 -0.890 -32.932 -18.019  -0.201
O11 0.260 -32.104 -17.762  -0.063
H77 -0.963 -35.084 -13.780  0.107
H78 -1.170 -36.176 -15.047  0.107
H79 -2.385 -35.158 -14.776  0.106
H80 -0.267 -32.818 -13.956  0.103
H81 -1.801 -32.735 -14.786  0.102
H82 -0.368 -31.894 -15.519  0.093
H83 1.069 -35.560 -15.852  0.112
H84 1.596 -34.128 -14.795  0.108
H85 1.412 -33.897 -16.521  0.095
H86 -1.998 -34.385 -16.925  0.120
H87 -0.591 -35.174 -17.411  0.141
H88 -1.821 -32.366 -18.033  0.130
H89 -0.865 -33.306 -19.043  0.130
H90 -0.118 -31.256 -18.008  0.099
C37 7.078 -27.786 -22.759  0.029
N8 6.449 -27.182 -21.439  -0.300
C38 7.609 -27.494 -20.454  0.021
C39 6.258 -25.648 -21.704  0.040
C40 5.096 -27.801 -21.005  -0.056
C41 4.022 -27.953 -22.137  -0.296
O12 3.337 -26.834 -22.344  -0.022
H91 6.406 -27.690 -23.613  0.102
H92 7.103 -28.867 -22.622  0.105
H93 8.082 -27.382 -22.882  0.115
H94 8.444 -26.827 -20.668  0.111
H95 7.877 -28.530 -20.661  0.103
H96 7.265 -27.471 -19.420  0.103
H97 7.255 -25.220 -21.814  0.106
H98 5.719 -25.283 -20.830  0.099
H99 5.596 -25.447 -22.546  0.102
H100 4.804 -27.321 -20.071  0.133
H101 5.324 -28.808 -20.655  0.128
H102 3.182 -28.589 -21.858  0.128
H103 4.189 -28.624 -22.980  0.135
H104 2.544 -26.994 -21.827  0.115
C42 -8.567 -31.588 -13.676  -0.085
C43 -9.110 -32.008 -12.307  -0.297
C44 -10.247 -32.922 -12.322  -0.195
C45 -10.250 -34.085 -13.392  -0.103
N9 -11.349 -35.137 -13.255  -0.165
C46 -11.360 -36.095 -14.507  -0.093
C47 -12.329 -35.541 -15.526  -0.144
C48 -13.498 -35.037 -14.636  -0.126
C49 -12.725 -34.349 -13.522  -0.091
C50 -11.482 -35.905 -11.928  -0.066
C51 -10.032 -36.349 -11.405  -0.198
C52 -10.236 -37.274 -10.175  -0.089
H105 -8.392 -32.431 -14.345  0.065
H106 -7.648 -31.017 -13.542  0.077
H107 -9.272 -30.909 -14.155  0.074
H108 -9.253 -31.232 -11.555  0.122
H109 -8.330 -32.540 -11.764  0.110
H110 -10.929 -32.153 -12.684  0.107
H111 -10.581 -33.183 -11.317  0.129
H112 -9.378 -34.717 -13.219  0.115
H113 -10.117 -33.727 -14.413  0.122
H114 -11.815 -37.054 -14.260  0.137
H115 -10.363 -36.313 -14.892  0.136
H116 -12.533 -36.346 -16.231  0.132
H117 -11.834 -34.726 -16.054  0.110
H118 -14.219 -35.743 -14.224  0.131
H119 -14.071 -34.195 -15.025  0.123
H120 -13.324 -34.281 -12.613  0.132
H121 -12.549 -33.307 -13.788  0.117
H122 -12.216 -36.666 -12.192  0.138
H123 -11.927 -35.258 -11.172  0.125
H124 -9.421 -35.502 -11.093  0.094
H125 -9.352 -36.871 -12.078  0.108
H126 -10.710 -38.210 -10.472  0.081
H127 -10.914 -36.846 -9.436  0.082
H128 -9.316 -37.640 -9.720  0.084
C53 1.707 -26.757 -28.564  -0.126
C54 0.967 -25.579 -28.041  -0.252
C55 -0.549 -26.006 -27.799  -0.153
C56 -1.661 -24.950 -27.998  -0.101
N10 -2.856 -25.057 -26.994  -0.175
C57 -3.797 -23.863 -27.317  -0.102
C58 -4.585 -23.529 -26.062  -0.125
C59 -3.607 -23.890 -24.876  -0.113
C60 -2.457 -24.598 -25.569  -0.107
C61 -3.526 -26.431 -27.111  -0.096
C62 -4.105 -26.847 -28.510  -0.213
C63 -5.126 -27.920 -28.303  -0.093
H129 1.791 -27.557 -27.829  0.079
H130 2.735 -26.474 -28.790  0.087
H131 1.142 -27.105 -29.429  0.085
H132 1.213 -24.755 -28.711  0.114
H133 1.432 -25.233 -27.117  0.100
H134 -0.661 -26.567 -26.870  0.106
H135 -0.759 -26.736 -28.580  0.098
H136 -2.031 -25.024 -29.021  0.131
H137 -1.243 -23.949 -28.105  0.130
H138 -4.345 -24.086 -28.233  0.126
H139 -3.237 -22.967 -27.585  0.137
H140 -5.527 -24.071 -25.989  0.110
H141 -4.843 -22.471 -26.109  0.118
H142 -3.899 -24.668 -24.170  0.116
H143 -3.250 -22.972 -24.410  0.121
H144 -2.025 -25.443 -25.033  0.132
H145 -1.609 -23.934 -25.736  0.133
H146 -4.276 -26.524 -26.325  0.130
H147 -2.743 -27.081 -26.721  0.121
H148 -3.251 -27.151 -29.115  0.113
H149 -4.550 -25.963 -28.968  0.105
H150 -4.816 -28.638 -27.544  0.082
H151 -5.334 -28.478 -29.216  0.095
H152 -6.002 -27.387 -27.932  0.085

Calculated values
Energy   -3938.41222 Eh
Net charge   +8